[1]
10
Properties=species:S:1:pos:R:3:mulliken_charge:R:1 method="wB97M-V/def2-TZVPD" e_above_lowest_kj_mol=356.1 e_homo_ev="-11.55 / -11.62" energy_ha=-548.45605 fmax_ev_per_a=8.38 spin_multiplicity=1 total_charge=+1
C -1.48 0.14 0.96 -0.82
C -0.43 -0.21 1.66 0.75
O 0.72 -0.38 1.61 -0.35
H -2.10 -0.60 0.49 0.33
H -1.84 1.16 1.00 0.33
O 0.76 1.60 -1.30 -0.31
C 0.29 0.62 -1.62 0.57
O 0.51 -0.57 -2.10 -0.47
Li 1.59 -1.69 -0.76 0.77
Mg 1.98 -0.07 0.05 0.20



[2]
10
Properties=species:S:1:pos:R:3:mulliken_spin:R:1 method="wB97M-V/def2-TZVPD" e_homo_ev="-10.48 / -9.41" energy_ha=-386.75767 fmax_ev_per_a=7.36 s2=1.35 spin_multiplicity=2 total_charge=+1
O 3.67 0.92 0.68 0.16
C 3.07 0.24 -0.14 0.46
O -1.05 1.38 -0.64 0.17
C -1.98 0.81 -0.07 0.18
C -1.86 -0.68 0.31 0.26
O -0.82 -1.31 0.05 0.15
Y 0.65 0.11 -0.56 -0.45
H -2.93 1.26 0.22 0.01
H -2.74 -1.10 0.79 0.02
Li 3.99 -1.64 -0.63 0.05